(1)
20
Properties=species:S:1:pos:R:3 method="wB97M-V/def2-TZVPD" total_energy_ha=-8208.7126 e_lumo_ev=0.524 e_above_lowest_kj_mol=0.0 e_homo_ev=-10.2
C -1.42 1.74 1.41
C 0.04 1.82 -0.58
C 1.99 -2.23 -0.66
C 0.44 -1.79 -0.82
C -0.33 1.01 0.70
Si -0.85 -0.78 0.23
Br 3.09 -0.80 0.13
Br -1.32 -2.20 1.90
Br -2.48 -0.57 -1.25
H -2.07 1.21 2.12
H -1.02 2.67 1.89
H -2.09 2.16 0.78
H 0.43 1.16 -1.24
H 0.82 2.52 -0.31
H -0.81 2.42 -1.11
H 2.30 -3.10 0.05
H 2.25 -2.46 -1.68
H 0.04 -2.68 -1.22
H 0.53 -1.13 -1.71
H 0.45 1.02 1.37

=====

(2)
19
Properties=species:S:1:pos:R:3 method="wB97M-V/def2-TZVPD" total_charge=+1 total_energy_ha=-2900.7776 e_lumo_ev=-5.350 e_above_lowest_kj_mol=148.0 e_homo_ev=-13.2
C 1.20 2.33 0.42
C 1.43 1.07 -0.27
C 1.36 -0.06 0.42
C -1.57 -0.28 -0.35
C -0.59 -1.38 -0.67
N -0.54 -2.53 0.00
O -1.60 0.14 0.98
Br 0.17 -1.34 -2.40
H 0.49 3.03 -0.09
H 2.19 2.93 0.35
H 1.79 1.23 -1.25
H 0.99 0.00 1.47
H 1.52 -1.06 0.13
H -2.53 -0.87 -0.61
H -1.42 0.40 -1.19
H -0.01 -3.36 -0.25
H -1.31 -2.78 0.66
H 0.89 2.30 1.46
H -2.46 0.25 1.20

=====

(3)
20
Properties=species:S:1:pos:R:3 method="wB97M-V/def2-TZVPD" total_energy_ha=-1100.3393 multiplicity=2 e_lumo_ev="0.402 / 0.185" s2=0.750 e_above_lowest_kj_mol=0.0 e_homo_ev="-4.3 / -7.4"
O 1.51 2.60 0.03
C 1.93 1.76 1.01
C 2.19 0.33 0.52
O 1.06 -0.20 -0.19
C 0.32 -1.30 0.31
C -1.15 -0.94 0.22
O -1.38 -0.38 -1.07
C -2.76 -0.24 -1.41
Ca 0.14 1.01 -1.72
H 1.21 1.69 1.86
H 2.91 2.05 1.47
H 2.43 -0.36 1.35
H 2.97 0.36 -0.25
H 0.57 -1.53 1.36
H 0.55 -2.16 -0.33
H -1.43 -0.20 0.98
H -1.76 -1.85 0.35
H -2.82 0.32 -2.34
H -3.20 -1.24 -1.55
H -3.29 0.29 -0.61

=====

(4)
20
Properties=species:S:1:pos:R:3 method="wB97M-V/def2-TZVPD" total_energy_ha=-590.3442 multiplicity=2 e_lumo_ev="0.161 / -2.079" s2=0.762 e_above_lowest_kj_mol=176.8 e_homo_ev="-6.7 / -5.8"
C 0.42 -0.53 -1.57
O 0.77 0.55 -0.68
C -0.29 1.25 -0.05
C -0.97 0.39 0.99
O 0.06 -0.14 1.82
C -0.33 -0.54 3.12
H 0.98 -1.46 -1.38
H -0.67 -0.69 -1.56
H -1.01 1.61 -0.79
H 0.19 2.12 0.44
H -1.50 -0.46 0.55
H -1.69 0.99 1.55
H 0.36 -0.06 3.83
H -1.36 -0.22 3.33
H -0.25 -1.63 3.20
Cd 1.89 -0.44 0.86
O 2.09 0.03 -3.36
C 0.80 -0.22 -3.16
H 0.39 -1.14 -3.65
H 0.10 0.59 -3.48

=====

(5)
23
Properties=species:S:1:pos:R:3 method="wB97M-V/def2-TZVPD" total_energy_ha=-2243.0292 e_lumo_ev=0.184 e_above_lowest_kj_mol=0.0 e_homo_ev=-10.9
C 0.06 1.71 -0.31
N -0.38 0.70 -1.31
O -0.59 1.09 -2.43
O -0.49 -0.45 -0.94
H -0.80 2.34 -0.09
H 0.85 2.28 -0.78
H 0.39 1.19 0.57
Cl -1.32 1.49 2.98
C -2.10 -0.12 2.98
C -3.45 -0.09 2.33
Cl -4.67 0.78 3.29
H -2.13 -0.47 4.01
H -1.47 -0.79 2.39
H -3.79 -1.12 2.18
H -3.40 0.38 1.35
Cl 3.40 -1.08 -4.06
C 2.52 -1.48 -2.58
C 3.21 -0.95 -1.35
Cl 3.22 0.83 -1.28
H 2.49 -2.56 -2.50
H 1.51 -1.09 -2.67
H 4.25 -1.27 -1.33
H 2.69 -1.32 -0.47

=====

(6)
26
Properties=species:S:1:pos:R:3 method="wB97M-V/def2-TZVPD" total_charge=-2 total_energy_ha=-4603.8862 multiplicity=6 e_lumo_ev="5.203 / 5.197" s2=8.770 e_homo_ev="1.4 / -1.3"
Co 1.36 1.22 0.00
Cl 0.82 3.19 -0.75
C 2.02 0.10 -1.49
C 3.03 1.59 0.97
H 3.04 -0.21 -1.23
H 1.40 -0.80 -1.68
H 2.05 0.72 -2.40
H 3.79 0.87 0.67
H 2.89 1.56 2.06
H 3.36 2.61 0.68
Cu -0.13 -0.92 0.60
C -0.75 0.44 1.89
C 1.66 -0.42 1.02
H 0.03 0.70 2.62
H -1.08 1.33 1.34
H -1.59 -0.05 2.38
H 1.71 -0.34 2.12
H 2.45 -1.08 0.62
F -5.02 -1.55 -1.85
C -3.67 -1.57 -1.91
F -3.26 -2.84 -2.19
F -3.26 -0.77 -2.93
S -2.88 -0.99 -0.32
O -3.12 0.43 -0.27
O -3.42 -1.83 0.73
O -1.46 -1.38 -0.67

=====

(7)
19
Properties=species:S:1:pos:R:3 method="wB97M-V/def2-TZVPD" total_energy_ha=-766.7054 e_lumo_ev=0.975 e_above_lowest_kj_mol=267.9 e_homo_ev=-8.6
C 1.18 -0.68 -0.48
C 0.16 0.28 -1.23
C -0.39 -0.38 1.16
C 1.64 0.74 1.42
C -2.20 0.03 -0.98
N 1.00 -0.43 0.92
N -0.98 0.59 -0.39
Cl -0.92 -2.13 1.23
H 0.86 -1.79 -0.59
H 2.27 -0.53 -0.74
H 0.72 1.31 -1.47
H -0.29 -0.09 -2.21
H -0.88 0.08 1.90
H 2.71 0.62 1.41
H 1.41 1.65 0.75
H 1.28 0.96 2.43
H -2.73 0.88 -1.43
H -1.96 -0.93 -1.55
H -2.89 -0.17 -0.15

=====

(8)
19
Properties=species:S:1:pos:R:3 method="wB97M-V/def2-TZVPD" total_energy_ha=-766.7726 e_lumo_ev=0.812 e_above_lowest_kj_mol=91.4 e_homo_ev=-9.3
C 1.47 -1.81 0.26
C 0.95 -0.33 0.14
C -0.57 -0.11 0.33
C -0.97 1.24 0.77
C -1.42 -1.03 -0.03
H 0.89 -2.31 -0.53
H 1.43 -2.26 1.26
H 2.48 -1.86 -0.04
H 1.34 0.24 1.01
H 1.25 -0.28 -1.81
H 1.00 1.16 -1.24
H -0.32 1.32 1.65
H -2.04 1.30 1.03
H -1.06 2.02 -1.12
H -0.98 3.07 0.07
H -1.22 -2.09 -0.06
N 1.51 0.31 -1.08
N -0.58 2.21 -0.24
Cl -3.14 -0.77 -0.36